Record 1
ORCA calculation (ωB97M-V/def2-TZVPD) on C7H4BrNSe3Te2W as an isolated structure.

Geometry as XYZ:
```
19
Properties=species:S:1:pos:R:3
W -1.051 -0.556 -1.448
Se -0.462 -2.089 0.322
Te -1.736 2.089 -1.303
Te -3.535 0.441 -2.199
Se 0.382 -0.562 -3.155
Br 3.116 2.218 3.351
C 1.984 1.446 2.049
C 2.517 1.004 0.849
C 1.687 0.435 -0.104
C 0.304 0.301 0.103
C -0.189 0.754 1.342
C 0.630 1.320 2.305
H 3.577 1.096 0.659
H 2.133 0.084 -1.024
H -1.243 0.646 1.571
H 0.219 1.653 3.248
Se -3.548 -4.735 -2.526
C -2.683 -3.268 -2.141
N -2.102 -2.275 -1.900
```

- 2S+1 = 3
- gap between HOMO and LUMO (spin up / spin down) (eV) = 6.40 / 4.93
- highest occupied orbital energy (spin up / spin down) (eV) = -8.05 / -8.17
- total charge = 0
- LUMO (spin up / spin down) (Eh) = -0.061 / -0.119

***

Record 2
ORCA calculation (ωB97M-V/def2-TZVPD) on C7H4CaNO5 as an isolated structure.

Geometry as XYZ:
```
18
Properties=species:S:1:pos:R:3
O -0.068 3.415 -3.217
C -0.042 2.406 -2.676
Ca 0.372 -1.044 0.930
O -0.119 2.574 0.121
C -0.001 1.453 0.388
C -0.634 -1.602 -1.410
O -1.151 -2.262 -2.297
C 2.202 0.360 -0.163
O 2.786 0.974 -0.936
C -1.586 -0.508 -0.739
O -2.378 0.270 -1.179
H 0.531 -1.599 -1.025
C -0.002 -3.646 4.966
C 0.094 -3.096 3.630
N 0.160 -2.527 2.611
H 0.850 -4.296 5.207
H -0.922 -4.221 5.112
H -0.009 -2.814 5.703
```

- 2S+1 = 1
- gap between HOMO and LUMO (spin up / spin down) (eV) = 5.56 / 5.54
- highest occupied orbital energy (spin up / spin down) (eV) = -10.49 / -10.34
- total charge = +1
- LUMO (spin up / spin down) (Eh) = -0.181 / -0.176

***

Record 3
ORCA calculation (ωB97M-V/def2-TZVPD) on an isolated ion of composition C7H4NO and charge +1.

Geometry as XYZ:
```
13
Properties=species:S:1:pos:R:3
C -2.400 0.127 0.018
C 0.965 -1.058 -0.008
C 0.309 -2.277 0.002
C -0.046 -0.086 -0.002
C -1.232 -0.835 0.020
C -1.731 1.451 0.015
C -0.396 1.324 0.008
N -3.443 -0.465 -0.032
O -1.027 -2.127 0.016
H 2.025 -0.897 -0.025
H 0.694 -3.281 0.004
H -2.349 2.333 0.004
H 0.324 2.126 0.014
```

- 2S+1 = 1
- gap between HOMO and LUMO (spin up / spin down) (eV) = 9.39 / 6.73
- highest occupied orbital energy (spin up / spin down) (eV) = -14.96 / -14.81
- total charge = +1
- LUMO (spin up / spin down) (Eh) = -0.205 / -0.297

***

Record 4
ORCA calculation (ωB97M-V/def2-TZVPD) on C7H4NO5Yb as an isolated structure.

Geometry as XYZ:
```
18
Properties=species:S:1:pos:R:3
O 1.911 1.896 -5.072
C 1.201 1.777 -4.195
Yb 0.000 0.000 0.000
O -1.195 1.888 -1.996
C -0.766 1.168 -1.211
C -1.375 0.030 1.234
O -2.232 0.049 2.003
C 1.093 -1.175 0.917
O 1.809 -1.901 1.445
C -0.636 -1.416 -1.004
O -0.985 -2.290 -1.661
H 1.174 -0.026 -1.053
C 1.877 3.657 2.553
C 1.319 2.567 1.753
N 0.874 1.700 1.128
H 1.053 4.291 2.938
H 2.556 4.270 1.925
H 2.444 3.232 3.407
```

- 2S+1 = 2
- gap between HOMO and LUMO (spin up / spin down) (eV) = 5.94 / 6.51
- highest occupied orbital energy (spin up / spin down) (eV) = -17.95 / -18.45
- total charge = +2
- LUMO (spin up / spin down) (Eh) = -0.441 / -0.439

***

Record 5
ORCA calculation (ωB97M-V/def2-TZVPD) on C7H5Cl2NS in the gas phase.

Geometry as XYZ:
```
16
Properties=species:S:1:pos:R:3
N -1.425 3.890 -0.148
C -0.991 2.829 0.055
C -0.377 1.555 0.335
S 0.804 1.679 1.687
C 0.605 1.234 -1.206
Cl 0.941 2.611 -2.091
C 0.980 -0.026 -1.485
C 0.436 -1.012 -0.600
C -0.658 -0.996 0.110
C -1.326 0.316 0.391
Cl -2.932 0.589 -0.471
H 0.516 2.850 2.187
H 1.608 -0.319 -2.279
H 1.071 -1.878 -0.537
H -1.222 -1.928 0.404
H -1.686 0.345 1.369
```

- 2S+1 = 1
- gap between HOMO and LUMO (eV) = 9.01
- highest occupied orbital energy (eV) = -9.20
- total charge = 0
- LUMO (Eh) = -0.007

***

Record 6
ORCA calculation (ωB97M-V/def2-TZVPD) on C7H5ClN2O3S in the gas phase.

Geometry as XYZ:
```
19
Properties=species:S:1:pos:R:3
C 1.422 1.105 1.490
C 0.286 0.463 1.989
C 1.829 0.818 0.048
C -0.592 -0.003 0.961
C 1.147 -0.331 -0.732
C 1.686 2.042 -0.870
C -1.074 -0.979 -1.214
N -0.159 -0.376 -0.213
N 3.255 0.314 0.099
O 1.545 -1.035 -1.581
O 3.642 0.011 1.203
O 3.903 0.283 -0.895
S 1.368 3.598 -0.220
Cl 2.216 1.987 -2.490
H 2.148 1.708 2.061
H -0.207 0.549 2.979
H -0.654 -0.619 -2.266
H -1.044 -2.106 -1.180
H -2.175 -0.594 -0.957
```

- 2S+1 = 3
- gap between HOMO and LUMO (spin up / spin down) (eV) = 5.81 / 7.62
- highest occupied orbital energy (spin up / spin down) (eV) = -7.38 / -9.44
- total charge = 0
- LUMO (spin up / spin down) (Eh) = -0.057 / -0.067

***

Record 7
ORCA calculation (ωB97M-V/def2-TZVPD) on C7H5ClNO2S2 as an isolated structure.

Geometry as XYZ:
```
18
Properties=species:S:1:pos:R:3
C -2.328 0.726 -0.168
C -2.431 -0.055 0.910
C -1.147 0.649 -0.949
C -1.467 -0.918 1.309
C -0.117 -0.177 -0.526
C -0.252 -0.950 0.630
C 2.206 -0.524 -0.536
N 1.108 -0.294 -1.262
O 2.256 2.147 -0.269
O 2.731 1.018 1.875
S 1.104 -1.879 1.081
S 3.023 1.120 0.473
Cl 3.487 -1.230 -1.456
H -3.149 1.248 -0.423
H -3.409 0.146 1.477
H -1.118 1.191 -1.931
H -1.527 -1.619 2.066
H 1.030 -0.599 -2.302
```

- 2S+1 = 1
- gap between HOMO and LUMO (eV) = 6.70
- highest occupied orbital energy (eV) = -3.55
- total charge = -1
- LUMO (Eh) = 0.116

***

Record 8
ORCA calculation (ωB97M-V/def2-TZVPD) on C7H5F2NO3S in the gas phase.

Geometry as XYZ:
```
19
Properties=species:S:1:pos:R:3
O -1.985 -2.971 0.661
S -2.257 -2.385 -0.604
O -3.172 -2.822 -1.611
C -0.803 -2.028 -1.648
O 0.190 -1.328 -0.866
C -0.215 -0.278 -0.116
C 0.858 0.527 0.343
C 0.646 1.512 1.203
C -0.642 1.897 1.586
C -1.702 1.199 0.990
F -2.970 1.411 1.417
C -1.545 0.109 0.183
N -2.602 -0.706 -0.133
F -3.431 -0.177 -1.223
H -1.310 -1.250 -2.282
H -0.301 -2.869 -2.195
H 1.799 0.071 0.245
H 1.348 2.176 1.729
H -1.046 2.850 1.943
```

- 2S+1 = 1
- gap between HOMO and LUMO (eV) = 9.53
- highest occupied orbital energy (eV) = -9.45
- total charge = 0
- LUMO (Eh) = 0.003

***

Largest force on an atom across the listed records, respectively: 0.27, 4.56, 4.33, 19.75, 4.64, 4.97, 4.23, 4.75 eV/Å.
Energy across the listed records, respectively: -291307.020, -37479.610, -10848.983, -50546.238, -44707.291, -39811.613, -47117.780, -31238.168 eV.